(1)
DFT (the ωB97M-V functional and the def2-TZVPD basis) results for a cluster of 3 separate species, C24H28F2O10S3 in total.

Last column: natural (NBO) charge in e.
Cartesian coordinates (Å):
C: 2.71 -1.15 0.65  -0.672
C: 1.75 -1.69 -0.42  0.088
C: 1.05 -2.99 0.09  -0.107
O: -0.39 -2.85 0.01  -0.508
C: -0.99 -2.32 1.09  0.787
O: -0.43 -1.82 1.98  -0.578
C: -2.52 -2.46 1.02  -0.649
S: -3.44 -0.95 1.45  0.261
C: -2.75 0.37 0.36  0.138
C: -1.71 1.13 1.27  -0.452
C: -0.28 1.30 0.68  -0.535
C: 0.36 2.50 1.40  0.790
O: 0.19 3.59 1.07  -0.520
O: 1.13 2.26 2.51  -0.700
C: -2.32 -0.12 -1.05  -0.153
O: -2.88 0.67 -2.08  -0.661
S: -3.37 2.06 -1.38  2.546
O: -4.45 2.71 -1.99  -0.860
O: -2.20 2.86 -1.34  -0.931
O: -3.71 1.41 0.05  -0.684
O: 2.41 -2.04 -1.65  -0.544
C: 3.22 -1.04 -2.14  0.797
O: 4.36 -1.11 -1.95  -0.518
C: 2.72 0.13 -3.00  -0.631
S: 0.96 0.02 -3.53  -0.011
H: 2.35 -1.27 1.66  0.245
H: 2.92 -0.10 0.41  0.214
H: 3.69 -1.65 0.58  0.241
H: 0.94 -0.98 -0.65  0.169
H: 1.40 -3.32 1.06  0.220
H: 1.31 -3.77 -0.62  0.221
H: -2.77 -2.72 -0.02  0.237
H: -2.86 -3.31 1.62  0.278
H: -2.08 2.13 1.51  0.250
H: -1.61 0.61 2.23  0.234
H: 0.31 0.43 1.01  0.224
H: -0.24 1.43 -0.40  0.245
H: 0.69 1.57 3.04  0.480
H: -2.89 -1.06 -1.16  0.209
H: -1.29 -0.47 -1.21  0.222
H: 3.29 0.12 -3.92  0.266
H: 2.86 1.05 -2.42  0.255
H: 0.34 0.27 -2.35  0.096
F: 1.65 -2.87 3.27  -0.334
C: 1.53 -3.61 4.40  0.382
C: 0.28 -4.03 4.79  -0.245
C: 0.15 -4.78 5.95  -0.206
C: 1.27 -5.10 6.70  -0.227
C: 2.53 -4.66 6.29  -0.188
C: 2.66 -3.92 5.13  -0.285
H: -0.59 -3.76 4.20  0.219
H: -0.83 -5.13 6.27  0.218
H: 1.17 -5.69 7.60  0.218
H: 3.40 -4.91 6.88  0.221
H: 3.63 -3.57 4.79  0.231
F: 1.62 5.30 -4.66  -0.328
C: 0.28 5.26 -4.82  0.396
C: -0.47 4.44 -4.00  -0.285
C: -1.85 4.40 -4.17  -0.175
C: -2.45 5.17 -5.15  -0.235
C: -1.68 5.99 -5.96  -0.194
C: -0.30 6.04 -5.80  -0.291
H: 0.02 3.83 -3.25  0.231
H: -2.44 3.76 -3.53  0.223
H: -3.53 5.14 -5.28  0.215
H: -2.15 6.59 -6.73  0.214
H: 0.32 6.68 -6.42  0.225

As for the SMILES: C[C@H](COC(=O)CS[C@@]1(CCC(=O)O)COS(=O)(=O)O1)OC(=O)CS.Fc1ccccc1.Fc1ccccc1. For the frontier orbital gap, the calculation gives 8.99 eV. The calculation puts the total energy at -83755.2900 eV. The max |F| is 3.551 eV/Å. The calculation puts the HOMO energy at -8.91 eV.

***

(2)
DFT (the ωB97M-V functional and the def2-TZVPD basis) results for the ion C6H8N with charge +1.

Last column: natural (NBO) charge in e.
Cartesian coordinates (Å):
C: -1.85 0.14 0.00  -0.246
C: -1.34 -1.24 0.03  -0.063
C: 2.06 -0.50 0.24  0.093
C: 0.42 1.10 -0.23  -0.325
C: -1.00 1.15 -0.24  -0.141
C: -0.08 -1.26 -0.45  -0.095
N: 0.92 -0.23 -0.27  -0.227
H: -2.80 0.47 0.34  0.247
H: -1.69 -2.19 0.28  0.259
H: 2.57 -1.44 0.44  0.249
H: 2.59 0.35 0.66  0.216
H: 0.76 1.74 -1.13  0.280
H: 0.68 1.91 0.60  0.294
H: -1.61 2.05 -0.33  0.263
H: 0.37 -2.03 0.05  0.195

As for the SMILES: C=[N+]1C=CC=CC1. Its net charge is +1. For the frontier orbital gap (alpha / beta), the calculation gives 7.85 / 7.85 eV. The calculation puts the total energy at -7830.6932 eV. The max |F| is 5.817 eV/Å. The calculation puts the HOMO energy (alpha / beta) at -13.30 / -13.30 eV. The energy relative to the best compared isomer or geometry (same formula, charge and spin) is 481.96 kJ/mol.

***

(3)
DFT (the ωB97M-V functional and the def2-TZVPD basis) results for a structure of composition C44H53N6O7S2SeTl.

Last column: Löwdin charge in e.
Cartesian coordinates (Å):
Tl: 0.53 -0.34 -2.21  0.939
C: -2.70 5.36 1.95  -0.060
C: -1.28 5.06 2.48  -0.565
C: -0.55 6.39 2.65  -0.080
C: -1.40 4.41 3.87  -0.060
C: -0.55 4.11 1.53  -0.195
C: -1.07 2.85 1.27  -0.091
C: -0.40 1.95 0.45  -0.383
Se: -1.16 0.23 0.14  1.131
C: -0.06 -0.78 1.34  -0.380
C: -0.43 -0.81 2.67  -0.089
C: 0.33 -1.47 3.63  -0.193
C: 1.49 -2.10 3.17  0.008
C: 1.90 -2.10 1.84  -0.078
C: 1.10 -1.43 0.85  -0.369
O: 1.45 -1.47 -0.39  -0.196
C: 3.21 -2.79 1.42  -0.529
C: 3.95 -3.43 2.60  -0.089
C: 2.91 -3.91 0.40  -0.045
C: 4.16 -1.76 0.79  -0.036
C: -0.11 -1.46 5.10  -0.565
C: -0.23 -0.02 5.60  -0.056
C: -1.48 -2.15 5.22  -0.059
C: 0.88 -2.20 6.00  -0.080
C: 0.83 2.26 -0.19  -0.379
O: 1.46 1.40 -0.93  -0.192
C: 1.34 3.58 0.03  -0.081
C: 0.65 4.44 0.88  0.006
C: 2.62 4.04 -0.68  -0.532
C: 3.81 3.15 -0.27  -0.043
C: 2.99 5.49 -0.33  -0.089
C: 2.42 3.96 -2.20  -0.035
H: -3.24 6.01 2.64  0.075
H: -2.64 5.85 0.98  0.086
H: -3.27 4.43 1.83  0.073
H: -1.10 7.03 3.34  0.076
H: 0.46 6.24 3.05  0.084
H: -0.47 6.92 1.69  0.083
H: -1.90 5.07 4.58  0.074
H: -1.96 3.47 3.82  0.072
H: -0.40 4.17 4.26  0.087
H: -2.01 2.53 1.71  0.092
H: -1.34 -0.28 2.96  0.094
H: 2.11 -2.61 3.89  0.076
H: 3.35 -4.21 3.08  0.079
H: 4.87 -3.89 2.24  0.077
H: 4.22 -2.68 3.36  0.081
H: 2.27 -4.67 0.86  0.086
H: 2.40 -3.48 -0.46  0.055
H: 3.84 -4.39 0.08  0.079
H: 4.44 -1.00 1.52  0.088
H: 5.08 -2.25 0.43  0.079
H: 3.68 -1.26 -0.06  0.078
H: -0.94 0.55 5.00  0.072
H: -0.57 0.00 6.64  0.075
H: 0.74 0.49 5.54  0.089
H: -2.22 -1.67 4.59  0.076
H: -1.41 -3.20 4.91  0.085
H: -1.84 -2.12 6.26  0.075
H: 1.87 -1.73 5.97  0.084
H: 0.52 -2.17 7.04  0.076
H: 0.99 -3.25 5.71  0.082
H: 1.06 5.42 1.05  0.074
H: 3.99 3.23 0.81  0.082
H: 3.62 2.11 -0.52  0.074
H: 4.72 3.48 -0.80  0.079
H: 3.18 5.61 0.74  0.078
H: 3.90 5.76 -0.87  0.077
H: 2.20 6.19 -0.62  0.080
H: 2.22 2.93 -2.51  0.061
H: 1.58 4.59 -2.51  0.088
H: 3.32 4.30 -2.72  0.083
N: 1.73 -4.58 -3.02  0.112
C: 2.87 -4.02 -3.56  -0.072
C: 2.68 -2.68 -3.49  -0.084
N: 1.46 -2.42 -2.91  0.060
C: 0.90 -3.58 -2.64  -0.262
C: -0.39 -3.80 -1.99  -0.270
N: -1.11 -2.89 -1.41  0.130
C: -2.22 -3.53 -0.91  -0.120
C: -2.16 -4.87 -1.20  -0.077
N: -0.98 -5.03 -1.89  0.111
H: 1.57 -5.56 -2.91  0.144
H: 3.68 -4.62 -3.94  0.106
H: 3.31 -1.87 -3.81  0.097
H: -2.99 -3.00 -0.38  0.107
H: -2.83 -5.69 -1.00  0.104
H: -0.67 -5.89 -2.31  0.141
S: 3.84 1.36 -5.65  0.403
C: 2.94 0.77 -4.42  -0.966
N: 2.33 0.32 -3.52  0.003
O: -4.51 -4.69 -5.95  -0.358
S: -4.15 -3.29 -6.00  0.579
O: -4.63 -2.57 -7.17  -0.347
N: -2.60 -3.05 -5.73  -0.067
C: -2.37 -2.36 -4.59  -0.513
O: -1.26 -2.06 -4.13  -0.011
C: -3.65 -2.03 -3.85  -0.126
C: -3.79 -1.40 -2.63  -0.031
C: -5.07 -1.20 -2.12  -0.075
C: -6.19 -1.65 -2.83  -0.096
C: -6.04 -2.30 -4.05  -0.054
C: -4.76 -2.48 -4.53  -0.217
H: -2.91 -1.06 -2.10  0.075
H: -5.19 -0.71 -1.17  0.100
H: -7.18 -1.48 -2.43  0.090
H: -6.90 -2.67 -4.60  0.110
C: -2.71 2.44 -3.15  -0.056
O: -1.83 1.46 -2.58  -0.200
C: -0.78 1.09 -3.37  -0.503
O: -0.58 1.56 -4.44  0.068
H: -3.47 2.63 -2.39  0.086
H: -3.17 2.05 -4.05  0.092
H: -2.17 3.35 -3.39  0.090

Its net charge is -2. For the frontier orbital gap, the calculation gives 6.17 eV. The calculation puts the total energy at -161475.3062 eV. The max |F| is 0.545 eV/Å. The calculation puts the HOMO energy at -2.55 eV. The energy relative to the best compared isomer or geometry (same formula, charge and spin) is 0.00 kJ/mol.

***

The highest max |F| belongs to which entry?
C6H8N

***

Among the records above, which one has the lowest max |F|?
C44H53N6O7S2SeTl

***

Number 2 is which compound?
C6H8N

***

Among the records above, which one has the highest max |F|?
C6H8N